1.
Density functional theory data (ωB97M-V with the def2-TZVPD basis set) for C2H7N3O2 as an isolated structure.

Each line ends with the Mulliken charge.
Geometry (Å):
O: 0.58218 -1.03801 1.27852  -0.511
O: 1.84872 0.93104 0.78470  -0.648
N: 0.21523 -0.58034 -1.02355  -0.300
N: 0.71009 0.72417 -1.28907  -0.292
N: -1.50043 -1.33918 0.45233  -0.553
C: -0.27712 -0.71447 0.34507  0.375
C: 0.92740 1.35565 -0.00119  0.002
H: -0.43001 -0.89976 -1.73374  0.270
H: -0.24384 0.78462 0.50198  0.122
H: 0.77551 2.44169 -0.06439  0.358
H: -1.69231 -1.74473 1.35655  0.250
H: 1.37113 -0.28319 1.17556  0.444
H: 0.00226 1.26052 -1.79008  0.260
H: -2.28881 -0.89801 0.00732  0.224

Net charge: 0

2.
Density functional theory data (ωB97M-V with the def2-TZVPD basis set) for one molecule with the formula C8H8S in a non-equilibrium geometry.

Each line ends with the Mulliken charge.
Geometry (Å):
S: -0.47037 2.47401 -0.96471  -0.284
C: 1.39854 0.00262 1.67487  -0.540
C: 0.17246 -0.77726 -0.17134  0.026
C: -1.58671 -0.01708 -1.61609  -0.516
C: -0.28387 -0.82672 -1.42690  -0.660
C: 1.47209 -1.00874 0.58117  -0.391
C: -0.67270 0.25907 0.61642  0.362
C: 0.41251 0.87910 1.52652  -0.584
C: -1.04102 1.00891 -0.61994  -0.053
H: -2.44955 -0.46645 -1.08423  0.208
H: -1.81262 0.34630 -2.59063  0.400
H: 0.15544 -1.20728 -2.26800  0.506
H: -1.65280 0.04560 1.27712  0.269
H: 2.29745 -0.71304 -0.06834  0.246
H: 0.37716 1.90681 1.89580  0.398
H: 2.14658 0.25562 2.42114  0.370
H: 1.53743 -2.16147 0.81714  0.243

SMILES: S=C1CC=C2CC=C[C@@H]12
Net charge: 0

3.
Density functional theory data (ωB97M-V with the def2-TZVPD basis set) for an isolated ion of composition C3H7N2S and charge +1 in a non-equilibrium geometry.

Each line ends with the Mulliken charge.
Geometry (Å):
S: -2.51080 -0.11922 0.29767  -0.106
N: 0.29582 -1.45395 0.13953  -0.344
N: 1.20566 0.57934 0.40066  -0.168
C: 1.32966 -0.73533 0.35540  0.007
C: -0.12161 1.06527 0.25727  -0.861
C: -0.96481 0.01217 -0.42096  0.141
H: -0.20308 1.99387 -0.29923  0.375
H: 0.31409 -2.52795 0.09841  0.266
H: -3.17784 -0.82626 -0.58883  0.202
H: -0.86366 -0.03696 -1.50311  0.360
H: -0.58205 1.14715 1.13636  0.459
H: 2.03752 1.22192 0.73029  0.312
H: 2.26472 -1.22502 0.71513  0.357

Net charge: +1

Energy above the lowest of the compared OMol25 structures with the same formula, charge and spin list, top to bottom, in kJ/mol: 406.8; 135.4; 181.6
E_LUMO list, top to bottom, in eV: 0.520; 0.450; -4.155
HOMO level list, top to bottom, in eV: -9.06; -8.31; -14.34